1.
Below is C7H15ClI2N2OPRu as an isolated structure, with properties calculated with the ωB97M-V functional and the def2-TZVPD basis.

Element x y z (Å)
I  1.69779  3.08858  -2.61343
I  3.58390  2.30631  -1.08801
Ru  -0.55387  -0.71651  0.32147
P  0.28762  -1.68684  -1.41655
C  1.47899  -0.95590  -2.58577
C  1.11128  -3.13965  -0.76101
H  -1.94169  -2.48857  -1.80057
H  -0.89320  -2.85966  -3.22960
H  -1.51480  -1.18480  -2.92458
C  -1.15630  -2.12914  -2.45670
H  0.47080  -3.59124  0.02067
H  1.35328  -3.88758  -1.54719
H  1.70172  -1.69025  -3.34211
H  2.38649  -0.66663  -1.99855
H  2.05621  -2.80468  -0.27591
H  1.02257  -0.04113  -3.01749
C  0.35421  0.87162  0.00717
O  0.75010  1.96397  0.10049
Cl  -1.81705  -2.59910  0.85132
C  -2.46984  2.70030  3.74521
N  -1.10927  2.61171  3.20223
C  -0.11128  3.57416  3.58291
C  -0.92750  1.60173  2.40832
N  -1.13236  0.55021  1.89239
H  -2.41694  3.51831  4.49688
H  -2.76176  1.70725  4.22741
H  -3.18118  2.97429  2.91439
H  0.78242  3.08359  3.99433
H  0.14991  4.21242  2.73370
H  -0.55825  4.21281  4.36115

- calculated total energy (a.u.) = -1951.537626
- <S²> = 8.78
- charge = +2
- multiplicity = 6
- orbital gap (alpha / beta) (eV) = 9.039 / 3.678
- lowest unoccupied orbital energy (alpha / beta) (eV) = -6.2 / -11.5
- highest occupied orbital energy (alpha / beta) (Ha) = -0.5615 / -0.5582

Löwdin population analysis, charges in e, atoms 1 to 2: 0.603, 0.594

***

2.
Below is C7H15N in the gas phase, with properties calculated with the ωB97M-V functional and the def2-TZVPD basis.

Element x y z (Å)
C  0.68362  1.36587  -0.39933
N  -0.59711  1.81677  -0.60783
C  0.62379  -1.37740  1.37380
C  -0.74815  -0.84150  1.64982
C  -1.55635  -0.23194  0.48444
C  -1.46838  1.34203  0.42812
C  1.15249  -0.05823  -0.87404
C  1.11926  -0.31186  -2.34294
H  0.94721  1.51933  0.66350
H  1.45953  1.89117  -0.98094
H  1.32383  -1.09021  2.15786
H  0.65024  -2.46214  1.30232
H  -0.87781  -0.17368  2.50795
H  -1.42033  -1.66003  1.94842
H  -2.63092  -0.37113  0.57696
H  -1.11331  -0.49761  -0.47723
H  -1.17764  1.76940  1.40638
H  -2.42475  1.79038  0.15223
H  0.58592  -0.89625  -0.16369
H  2.13491  -0.16381  -0.39866
H  2.01131  -0.78159  -2.78027
H  0.39788  -1.09501  -2.60657
H  0.92477  0.51746  -3.02030

- calculated total energy (a.u.) = -330.206168
- orbital gap (eV) = 5.079
- lowest unoccupied orbital energy (eV) = -1.6
- energy above the lowest of the compared OMol25 structures with the same formula, charge and spin (kcal per mole) = 164.2
- highest occupied orbital energy (Ha) = -0.2472

Löwdin population analysis, charges in e, atoms 1 to 2: -0.323, -0.017

***

3.
Below is C7H15N in the gas phase, with properties calculated with the ωB97M-V functional and the def2-TZVPD basis.

Element x y z (Å)
C  1.83800  -0.91087  -1.02857
C  1.49057  -0.47593  0.17998
C  2.46757  -0.45282  1.31577
N  0.03049  0.19208  0.43268
C  -0.16472  0.83186  1.71306
C  -0.95076  -0.71129  0.04998
C  -2.17831  0.26994  -0.70751
C  -1.70655  0.82607  -2.03184
H  1.14285  -0.99395  -1.84841
H  2.86215  -1.17553  -1.25315
H  2.71255  0.57011  1.60674
H  2.06492  -0.95975  2.19361
H  3.39902  -0.94614  1.03292
H  -0.24963  0.12992  2.55398
H  -1.08080  1.42078  1.67382
H  0.66782  1.50558  1.91023
H  -0.67316  -1.42365  -0.72293
H  -1.41918  -1.22869  0.89614
H  -3.01032  -0.42572  -0.82190
H  -2.48437  1.05991  -0.02299
H  -2.49022  1.41229  -2.51658
H  -0.83619  1.46396  -1.89065
H  -1.43172  0.02183  -2.71440

- calculated total energy (a.u.) = -330.392914
- orbital gap (eV) = 9.091
- lowest unoccupied orbital energy (eV) = 1.1
- energy above the lowest of the compared OMol25 structures with the same formula, charge and spin (kcal per mole) = 47.1
- highest occupied orbital energy (Ha) = -0.2951

Löwdin population analysis, charges in e, atoms 1 to 2: 0.028, -0.265

***

4.
Below is an isolated ion of composition C7H15N2 and charge +1, with properties calculated with the ωB97M-V functional and the def2-TZVPD basis.

Element x y z (Å)
C  3.03994  0.04076  -1.63651
N  1.97548  -0.07396  -0.72524
N  2.03430  -0.91388  0.18903
C  0.89171  -1.16449  0.90672
C  -0.31188  -0.63124  0.23836
C  -0.99075  -1.52176  -0.62215
C  -0.97718  0.54753  0.58063
C  -0.27493  1.81292  0.99829
C  -2.42788  0.85851  0.21861
H  2.74028  -0.15974  -2.62640
H  3.72436  -0.81139  -1.38448
H  3.45266  0.96586  -1.75008
H  1.01881  0.29526  -0.92175
H  1.23433  -1.04571  1.90541
H  0.85536  -2.30400  0.69156
H  -0.45510  -2.53971  -0.74250
H  -1.07992  -1.25473  -1.74998
H  -2.00499  -1.71580  -0.23703
H  -0.15844  2.51481  0.12376
H  0.74072  1.68507  1.47951
H  -0.90400  2.37658  1.72146
H  -2.59514  1.79472  -0.43119
H  -2.87236  1.15390  1.17127
H  -2.99468  -0.06238  -0.07111

- calculated total energy (a.u.) = -384.846991
- charge = +1
- orbital gap (eV) = 7.757
- lowest unoccupied orbital energy (eV) = -5.1
- energy above the lowest of the compared OMol25 structures with the same formula, charge and spin (kcal per mole) = 94.0
- highest occupied orbital energy (Ha) = -0.4725

Löwdin population analysis, charges in e, atoms 1 to 2: 0.014, 0.033

***

5.
Below is an isolated ion of composition C7H15N2 and charge +1, with properties calculated with the ωB97M-V functional and the def2-TZVPD basis.

Element x y z (Å)
C  -2.09034  0.02203  0.59244
C  -0.98339  0.79442  -0.15357
C  -1.19700  0.95725  -1.59451
N  0.41317  0.21542  0.16959
C  1.44760  1.22552  -0.03065
C  0.55948  -0.42240  1.82340
N  1.22362  -1.45116  1.72618
C  1.57434  -1.88500  0.48616
C  0.79010  -1.03417  -0.56090
H  -1.97540  0.27944  1.68969
H  -3.18348  0.33140  0.24082
H  -2.10268  -1.02000  0.33684
H  -1.19016  1.76474  0.43092
H  -2.29604  1.18643  -1.75180
H  -0.93824  0.03535  -2.19193
H  -0.40861  1.59675  -1.98515
H  1.37779  1.58139  -0.97924
H  1.30315  2.04605  0.56248
H  2.42758  0.68308  -0.00298
H  0.23446  0.08951  2.65796
H  1.09176  -2.91247  0.27795
H  2.61487  -1.84917  0.37223
H  1.52687  -0.75307  -1.24601
H  -0.21947  -1.48132  -0.86992

- calculated total energy (a.u.) = -384.879758
- charge = +1
- orbital gap (eV) = 11.773
- lowest unoccupied orbital energy (eV) = -3.1
- energy above the lowest of the compared OMol25 structures with the same formula, charge and spin (kcal per mole) = 73.4
- highest occupied orbital energy (Ha) = -0.5458

Löwdin population analysis, charges in e, atoms 1 to 2: -0.060, -0.401

***

6.
Below is a 3-piece molecular cluster, C7H15N2 overall, with properties calculated with the ωB97M-V functional and the def2-TZVPD basis.

Element x y z (Å)
C  -2.64094  1.44822  0.22271
C  -3.66595  0.62114  -0.10717
C  -1.31182  1.12389  -0.12637
C  -5.10566  0.72970  0.30564
C  1.88781  0.13948  -0.47591
C  3.68457  1.75699  -0.73480
C  3.30431  0.23085  1.33245
N  -0.23317  0.80964  -0.42814
N  2.90236  0.76265  0.02401
H  -2.93220  2.26820  0.73792
H  -3.56388  -0.23320  -0.59207
H  -0.69764  -5.64181  -1.04687
H  -5.25926  0.10268  1.35402
H  -5.68943  0.37213  -0.52893
H  -5.30701  1.70225  0.45533
H  -1.28878  -5.89576  -1.17773
H  1.60291  0.16606  -1.58815
H  1.35291  -0.55814  0.15830
H  4.69441  1.21523  -0.85743
H  3.06941  1.88202  -1.55516
H  3.95549  2.71603  -0.10944
H  2.72616  0.71680  2.10938
H  3.31395  -0.79049  1.44038
H  4.40024  0.44229  1.68720

- calculated total energy (a.u.) = -384.822856
- charge = +1
- orbital gap (eV) = 9.750
- lowest unoccupied orbital energy (eV) = -3.4
- energy above the lowest of the compared OMol25 structures with the same formula, charge and spin (kcal per mole) = 109.1
- highest occupied orbital energy (Ha) = -0.4847

Löwdin population analysis, charges in e, atoms 1 to 2: -0.061, -0.088

***

- Which of these has the highest calculated total energy?
  number 2